The following is a DFT calculation (the ωB97M-V functional and the def2-TZVPD basis) of 10 unconnected molecules or ions with the total composition C57H135N7O17.

```
216
Properties=species:S:1:pos:R:3:forces:R:3
C 4.3958 2.5609 2.5022 -0.741 0.886 0.355
C 3.6985 2.0197 3.7962 1.188 -0.875 -1.100
C 2.1984 1.8591 3.5763 -0.676 0.642 0.269
C 4.2895 0.5836 4.1021 -1.161 1.050 0.252
C 4.0653 0.2725 5.5466 -0.141 -0.590 0.278
C 4.6219 1.3354 6.4545 0.183 -1.200 1.088
C 4.0613 2.7314 6.3072 1.664 0.102 -0.850
C 2.7394 2.8832 6.9758 -1.882 -0.245 -0.251
C 5.1248 3.6605 6.9919 -1.183 0.066 -0.217
N 4.0412 3.0305 4.8659 0.955 -3.776 0.388
O 3.4583 4.2504 4.6656 0.065 1.444 -0.574
H 4.1535 3.6170 2.3834 -0.259 0.161 0.082
H 5.4846 2.5759 2.5522 0.002 -0.574 0.168
H 4.0314 2.1329 1.5683 0.217 -0.547 0.225
H 1.8709 1.3359 2.6779 0.598 0.142 -0.475
H 1.6738 1.3012 4.3519 0.303 0.098 0.520
H 1.7876 2.8687 3.5660 -0.371 -0.014 -0.136
H 3.7358 -0.2335 3.6398 -0.282 0.495 -0.966
H 5.3249 0.4074 3.8107 0.193 0.576 0.138
H 3.0260 0.1073 5.8306 -0.456 0.295 -0.506
H 4.4449 -0.7482 5.5928 0.653 0.026 1.133
H 5.7096 1.3349 6.3838 0.056 0.159 0.001
H 4.3353 1.0824 7.4752 0.497 -0.306 0.278
H 2.7491 2.5257 8.0054 0.028 0.287 0.060
H 1.9750 2.3143 6.4465 0.126 -0.763 -0.007
H 2.2391 3.8457 6.8692 0.772 0.521 0.447
H 6.1416 3.4493 6.6609 -0.143 0.116 -0.131
H 5.0640 3.5576 8.0753 0.079 -0.225 0.053
H 4.8224 4.6900 6.8000 0.320 0.189 -0.073
H 4.3298 4.6527 4.6814 -0.551 1.763 -0.433
C -2.5170 1.8852 -0.8553 0.427 2.015 1.279
C -2.5909 3.3424 -1.5477 -0.770 -0.946 1.260
C -1.4744 3.4490 -2.6561 -0.642 0.238 0.767
C -4.0004 3.3153 -2.1461 0.371 -0.101 -1.237
C -4.5894 4.6106 -2.5293 0.407 0.435 -0.726
C -4.6776 5.5448 -1.3768 -0.132 1.535 -0.516
C -3.3359 5.7068 -0.6628 2.532 1.070 2.118
C -2.3223 6.7316 -1.3775 -0.473 -0.142 0.991
C -3.5697 6.2870 0.7900 -0.194 0.548 -0.444
N -2.6382 4.4210 -0.4640 -1.072 -3.139 -1.642
O -1.4043 4.4046 0.2194 0.036 0.964 -0.243
H -2.7801 1.0089 -1.4477 0.437 0.369 -0.456
H -1.5659 1.8187 -0.3270 0.490 -0.576 -0.599
H -3.1780 1.8561 0.0109 -0.631 0.286 -0.123
H -0.5409 3.9232 -2.3531 -0.342 0.562 0.376
H -1.0934 2.4820 -2.9846 -0.637 -0.283 -0.178
H -1.9457 3.9917 -3.4755 0.504 0.037 -0.315
H -3.8767 2.9182 -3.1536 -0.232 -1.472 0.300
H -4.7834 2.8677 -1.5339 0.568 -0.872 0.132
H -3.9345 5.0297 -3.2932 0.109 0.486 -0.105
H -5.5013 4.3815 -3.0807 -0.409 0.424 0.357
H -5.5296 5.4279 -0.7070 0.250 -0.700 0.239
H -4.8961 6.5002 -1.8540 0.072 0.526 0.341
H -2.3813 7.7748 -1.0673 -1.571 0.387 -0.520
H -2.3291 6.6161 -2.4614 0.317 0.089 0.110
H -1.3363 6.7061 -0.9136 0.447 -1.512 -0.441
H -4.3751 5.8935 1.4101 -0.507 -0.464 -0.720
H -3.7872 7.3388 0.6041 -0.088 0.158 0.410
H -2.7543 6.2234 1.5105 0.652 0.043 -0.713
H -1.5233 3.6563 0.8089 0.016 0.063 0.365
C -3.1717 1.1441 5.8146 -0.459 0.631 0.378
C -1.9338 0.2439 5.7993 0.179 0.438 1.937
C -0.6359 0.9643 6.4409 -0.723 0.544 -1.170
C -2.1418 -0.9629 6.7378 -0.866 -1.175 0.767
C -3.0030 -2.1599 6.2048 -0.807 2.123 0.338
C -2.6272 -2.4855 4.8354 0.958 -0.418 -1.115
C -2.4540 -1.3351 3.8256 -0.834 0.263 1.446
C -1.6247 -1.9411 2.7348 -0.248 1.863 -2.086
C -3.8471 -0.8030 3.3167 0.068 -1.006 -0.721
N -1.6939 -0.2367 4.4930 1.176 -2.891 -1.110
O -1.3407 0.6834 3.5214 0.021 1.302 -0.104
H -3.3123 1.7054 6.7383 0.461 0.221 0.109
H -3.1484 1.8388 4.9750 0.114 0.109 0.056
H -4.1219 0.6146 5.7451 0.187 -0.488 -0.296
H -0.7397 1.5418 7.3595 -0.906 -0.639 0.485
H 0.1828 0.2634 6.6036 -0.051 -0.077 -0.314
H -0.3126 1.8044 5.8261 0.227 -0.294 -0.732
H -1.2064 -1.3517 7.1403 0.291 0.020 -0.407
H -2.6399 -0.5383 7.6094 -0.082 -0.052 0.190
H -2.9734 -3.1282 6.7046 0.035 0.512 0.924
H -4.0309 -1.8084 6.1157 -0.397 -0.073 0.724
H -3.3400 -3.2206 4.4615 0.069 -0.050 -0.438
H -1.6672 -2.9870 4.9585 0.318 -0.160 -0.663
H -2.1319 -2.7783 2.2554 0.401 -0.541 0.606
H -0.5494 -1.9821 2.9085 -0.173 -0.808 0.467
H -1.6646 -1.2153 1.9226 0.142 0.215 -0.396
H -3.8818 0.1452 2.7803 0.521 0.888 1.239
H -4.5949 -0.9774 4.0903 -0.073 0.761 0.013
H -4.2673 -1.3004 2.4426 0.339 -1.424 0.115
H -0.3932 0.5507 3.4428 0.182 0.191 -0.192
C 2.5395 2.7234 -0.4947 -0.013 0.062 0.520
O 3.4650 3.7343 -0.7524 2.086 -0.052 -2.395
C 4.4729 3.3817 -1.8234 -0.389 0.842 1.664
C 5.1133 4.5927 -2.5762 -1.224 -1.132 2.096
N 5.9662 4.0876 -3.6391 -1.611 0.011 0.714
C 5.9189 4.9678 -4.7802 4.192 -0.012 -0.275
C 6.9919 4.3866 -5.7724 -2.302 0.716 -1.158
O 6.8168 5.1488 -6.9435 0.830 0.203 -1.438
C 7.7589 6.1929 -7.1939 -1.673 0.130 0.127
H 2.8534 1.6812 -0.4367 1.060 -0.206 -0.273
H 1.7673 2.7144 -1.2640 -0.714 0.318 0.365
H 2.3009 2.9467 0.5452 -1.291 -0.026 -0.250
H 4.0917 2.6159 -2.4989 -0.091 0.016 -0.013
H 5.3065 3.0329 -1.2137 0.001 -0.916 -0.336
H 5.7202 5.0100 -1.7726 -0.013 0.772 -0.170
H 4.3353 5.3083 -2.8423 0.186 0.008 -0.476
H 6.8922 4.1761 -3.2456 0.254 -0.343 -0.410
H 6.4537 5.8631 -4.4631 -0.653 1.010 -0.105
H 4.9997 5.2564 -5.2900 -0.127 -0.803 0.327
H 6.6578 3.3905 -6.0626 0.446 -0.332 0.321
H 8.0519 4.4296 -5.5221 -0.136 -0.221 0.852
H 7.4965 6.5640 -8.1846 0.411 -0.182 -0.147
H 8.8081 5.9065 -7.1220 -0.024 -0.137 0.059
H 7.4829 7.0133 -6.5314 0.638 0.259 0.329
C 4.8731 -2.0599 0.7383 0.437 -1.376 0.557
O 4.7532 -3.4137 1.3291 -0.627 1.435 0.897
C 4.4625 -3.5014 2.7881 -0.188 -0.223 -1.595
C 2.9818 -3.2389 3.1318 0.372 2.040 -0.934
N 2.4679 -3.8158 4.3316 0.507 -0.586 -0.655
C 1.8090 -5.1149 4.1207 -0.499 2.467 0.589
C 1.3985 -5.4871 5.4978 -0.086 -1.949 0.487
O 0.4275 -4.6043 6.1004 1.135 -0.492 -1.885
C 0.4543 -4.6791 7.4845 -0.386 0.940 0.532
H 4.6962 -1.2397 1.4340 -0.092 -0.167 0.247
H 4.2322 -1.9276 -0.1334 -0.373 -0.335 0.193
H 5.8932 -1.9911 0.3605 0.117 0.132 0.130
H 5.1267 -2.8347 3.3381 0.065 0.045 0.042
H 4.7186 -4.5345 3.0231 0.060 0.028 0.073
H 2.3783 -3.3429 2.2302 -0.207 -0.924 -0.283
H 2.8537 -2.1629 3.2496 0.341 0.388 0.156
H 1.8542 -3.1570 4.7892 -0.184 -0.278 0.050
H 2.5098 -5.7720 3.6058 -0.197 -0.333 0.389
H 0.8855 -4.9988 3.5534 -0.058 -0.039 -0.670
H 2.3373 -5.5918 6.0415 -0.143 0.446 0.722
H 0.9992 -6.4991 5.4299 -0.477 -0.238 0.386
H 1.3235 -4.1532 7.8795 0.564 -0.560 0.178
H 0.3315 -5.7050 7.8316 0.169 0.014 0.287
H -0.3563 -4.0415 7.8374 -0.413 -0.341 0.043
C -2.5813 -3.2339 -0.7010 -0.376 -0.394 0.616
O -3.8935 -2.9539 -0.2396 -0.563 -2.232 0.059
C -4.3684 -1.6744 -0.3624 1.306 1.902 -1.217
C -5.8583 -1.5223 -0.2389 -1.013 -0.096 1.883
N -6.5910 -2.7280 -0.6320 0.167 0.069 -0.032
C -7.3938 -3.3061 0.4382 -0.475 -1.554 0.334
C -7.7009 -4.8446 0.2623 0.964 0.420 -0.124
O -8.0174 -5.2440 -1.0282 -0.106 -0.667 -1.393
C -9.1935 -4.7557 -1.6280 -0.179 0.962 0.618
H -2.4740 -4.3054 -0.8698 -0.545 -0.117 -0.323
H -1.8904 -3.0829 0.1284 0.334 0.836 -0.328
H -2.3805 -2.7091 -1.6350 0.376 0.247 0.145
H -4.0766 -1.2652 -1.3297 0.398 0.093 -0.361
H -3.8821 -1.0805 0.4115 0.017 0.576 -0.064
H -6.2838 -0.5887 -0.6068 0.422 -0.073 -1.083
H -5.9481 -1.2685 0.8173 -0.677 -0.721 0.724
H -5.8264 -3.3773 -0.7502 -0.086 -0.561 -0.463
H -8.3721 -2.8451 0.5745 0.186 0.597 -0.109
H -6.8178 -3.2594 1.3624 -0.260 0.197 0.539
H -8.4174 -5.2616 0.9700 -0.616 0.694 0.301
H -6.8278 -5.4561 0.4900 0.490 0.329 -0.038
H -9.0335 -3.8006 -2.1283 0.357 0.089 -0.236
H -9.9271 -4.5093 -0.8604 -0.395 -0.337 0.150
H -9.6185 -5.4489 -2.3539 0.278 -0.252 0.235
C -4.0194 -3.2938 -5.5849 -1.029 -1.583 -0.774
O -2.8457 -3.0180 -6.2369 2.298 0.505 0.399
C -1.6107 -3.2904 -5.5753 0.367 1.130 -0.240
C -0.5910 -2.3329 -6.2334 0.757 -2.275 -0.640
N -0.2447 -2.8953 -7.5697 -0.205 0.700 -0.532
C 0.3431 -1.8610 -8.4343 -0.301 -0.990 0.798
C 0.8533 -2.3514 -9.7759 0.006 -0.557 0.276
O -0.1287 -2.9376 -10.6182 -0.272 0.904 -1.510
C -1.1342 -1.9786 -11.0586 -0.187 -1.245 1.693
H -4.0850 -4.3058 -5.1852 0.453 -0.370 0.296
H -4.6124 -3.3803 -6.4954 -1.460 0.626 0.736
H -4.3294 -2.6421 -4.7681 -0.030 0.582 -0.350
H -1.3385 -4.3395 -5.6907 0.188 -0.077 -0.418
H -1.6063 -3.1429 -4.4953 -0.527 0.454 0.191
H 0.3825 -2.4103 -5.7492 -0.116 0.260 0.704
H -0.9002 -1.2877 -6.2330 -0.447 0.062 -0.067
H -1.0708 -3.1801 -8.0762 -0.444 -0.333 0.322
H 1.1615 -1.4419 -7.8489 0.193 0.382 -0.307
H -0.4294 -1.1148 -8.6204 0.177 0.662 -0.018
H 1.5731 -3.1687 -9.7291 0.236 0.241 0.567
H 1.3521 -1.4636 -10.1644 0.004 0.041 -0.875
H -0.7068 -1.0265 -11.3731 -0.057 0.064 0.321
H -1.7560 -2.0126 -10.1640 -0.433 1.539 0.050
H -1.8607 -2.3220 -11.7951 0.858 -0.657 -0.532
O 0.0577 -1.0835 -2.6373 0.035 -0.580 -0.913
C 0.0238 -0.3035 -1.4619 1.199 -1.133 0.023
C 1.0120 -0.9247 -0.4521 -1.540 -1.088 -0.913
O 0.4268 -2.1186 0.1230 0.436 0.971 1.518
H 0.3228 -0.5724 -3.4055 0.152 0.306 0.082
H 0.3735 0.7127 -1.6440 -0.623 0.279 -0.077
H -1.0024 -0.4558 -1.1275 0.161 0.857 0.667
H 1.2031 -0.1563 0.2970 -0.061 -0.540 0.646
H 1.9467 -1.2149 -0.9318 0.097 0.347 -0.221
H 0.1849 -2.8537 -0.4451 0.447 0.578 -0.887
O 0.8480 -5.6837 -1.8254 0.949 -0.155 0.462
C 1.1146 -5.7478 -0.4340 -1.595 -1.381 1.941
C 0.4894 -7.0218 0.2523 0.943 -0.318 -0.584
O 1.2442 -8.2563 0.1085 -0.438 0.718 -0.460
H 1.7209 -5.4992 -2.1800 -0.158 -0.024 -0.700
H 2.1531 -5.6592 -0.1151 0.145 0.108 -0.481
H 0.5270 -4.9752 0.0619 0.194 0.525 0.099
H -0.5215 -7.0933 -0.1490 -0.091 -0.313 -0.043
H 0.4215 -6.9580 1.3383 -0.044 0.866 -0.020
H 0.7862 -8.8275 -0.5125 0.081 0.038 -0.123
O 1.4335 1.5132 -4.0825 0.417 -0.073 0.423
C 1.7689 1.6405 -5.4536 -2.594 -0.093 -1.401
C 0.4734 2.4164 -6.0720 0.776 0.331 -0.078
O 0.6064 3.0125 -7.3559 0.800 0.204 -0.093
H 2.1311 1.8668 -3.5258 0.057 0.071 -0.020
H 2.7509 2.0400 -5.7072 -0.233 0.674 0.340
H 1.7700 0.6348 -5.8740 0.026 -0.166 -0.120
H 0.2344 3.2444 -5.4045 0.346 0.005 0.275
H -0.4474 1.8334 -6.0925 0.340 -0.745 0.397
H 0.1569 2.5465 -8.0648 0.000 -0.335 0.339
```
Forces are in eV/Å.

Values from the calculation:
**E_tot**: -106516.9194 eV
**Energy above the lowest of the compared OMol25 structures with the same formula, charge and spin**: 130.61 kcal/mol
**Largest force on an atom**: 4.2 eV Å⁻¹
**SMILES**: CC1(C)CCCC(C)(C)N1O.CC1(C)CCCC(C)(C)N1O.CC1(C)CCCC(C)(C)N1O.COCCNCCOC.COCCNCCOC.COCCNCCOC.COCCNCCOC.OCCO.OCCO.OCCO
**Gap between HOMO and LUMO**: 8.377 eV

Here are the Löwdin charges for atoms 1 to 99, given in e: -0.025, -0.418, -0.034, -0.135, -0.203, -0.142, -0.526, -0.032, -0.019, -0.136, -0.009, 0.076, 0.084, 0.054, 0.073, 0.056, 0.092, 0.085, 0.120, 0.106, 0.115, 0.121, 0.121, 0.095, 0.056, 0.091, 0.082, 0.084, 0.076, 0.107, -0.039, -0.402, -0.011, -0.184, -0.229, -0.138, -0.437, -0.020, -0.037, -0.110, -0.020, 0.072, 0.058, 0.074, 0.073, 0.060, 0.068, 0.123, 0.129, 0.106, 0.124, 0.121, 0.121, 0.064, 0.072, 0.072, 0.073, 0.072, 0.073, 0.089, -0.030, -0.486, -0.020, -0.110, -0.180, -0.185, -0.448, -0.046, -0.004, -0.128, -0.006, 0.080, 0.083, 0.071, 0.079, 0.069, 0.059, 0.101, 0.115, 0.117, 0.100, 0.132, 0.112, 0.089, 0.092, 0.068, 0.084, 0.075, 0.044, 0.080, -0.161, -0.195, -0.133, -0.209, -0.077, -0.197, -0.208, -0.229, -0.096